1.
C3H6N2O | the ωB97M-V functional and the def2-TZVPD basis

Kohn-Sham gap ... 11.0 eV
2S+1 ... 1
SMILES string ... C/N=C/NC=O

The geometry in XYZ format:
```
12
C3H6N2O the ωB97M-V functional and the def2-TZVPD basis
C -0.183 2.056 -0.370
N -0.765 0.745 -0.204
C -0.178 -0.231 -0.739
N -0.536 -1.556 -0.386
C 0.454 -2.142 0.402
O 0.243 -2.724 1.436
H 0.280 2.302 0.593
H 0.594 2.114 -1.148
H -0.958 2.801 -0.558
H 0.681 -0.160 -1.420
H -1.426 -1.576 0.106
H 1.468 -2.001 -0.017
```

=====

2.
C3H6N2O | the ωB97M-V functional and the def2-TZVPD basis

Kohn-Sham gap (spin up / spin down) ... 8.0 / 7.8 eV
2S+1 ... 1

The geometry in XYZ format:
```
12
C3H6N2O the ωB97M-V functional and the def2-TZVPD basis
O 2.066 -0.934 0.853
N 1.566 0.364 0.538
C 0.342 0.241 0.213
C -0.710 1.144 -0.461
N -1.688 0.059 -0.200
C -0.650 -0.826 0.173
H 2.730 -0.710 1.519
H -0.605 1.342 -1.540
H -0.874 2.074 0.076
H -2.290 -0.190 -0.980
H 0.932 -0.930 -1.085
H -0.820 -1.633 0.895
```

=====

3.
C3H6N2O | the ωB97M-V functional and the def2-TZVPD basis

Kohn-Sham gap ... 9.3 eV
2S+1 ... 1

The geometry in XYZ format:
```
12
C3H6N2O the ωB97M-V functional and the def2-TZVPD basis
N -0.790 0.220 -1.582
C -0.235 -0.739 -0.719
O -0.134 -1.920 -0.990
C 1.180 0.155 0.294
C 0.218 0.947 1.084
N -0.274 -0.375 0.700
H -0.798 -0.183 -2.512
H -0.264 1.087 -1.594
H 1.906 -0.397 0.894
H -0.336 1.775 0.642
H 0.320 1.024 2.167
H -0.320 -1.144 1.360
```

=====

4.
C3H6N2O | the ωB97M-V functional and the def2-TZVPD basis

Kohn-Sham gap (spin up / spin down) ... 8.0 / 6.5 eV
2S+1 ... 1

The geometry in XYZ format:
```
12
C3H6N2O the ωB97M-V functional and the def2-TZVPD basis
C 1.324 -0.142 0.194
C 0.358 0.706 -0.391
N 1.410 -1.530 0.051
C -2.024 0.910 -0.117
N -0.950 0.170 -0.126
O 0.470 1.869 -0.764
H 0.561 -2.039 0.267
H 2.187 -1.938 0.557
H 2.296 0.315 0.303
H -0.716 -0.700 0.467
H -2.988 0.478 0.094
H -1.928 1.902 -0.535
```

=====

5.
C3H6N2O | the ωB97M-V functional and the def2-TZVPD basis

Kohn-Sham gap ... 10.0 eV
2S+1 ... 1
SMILES string ... C=NNC(C)=O

The geometry in XYZ format:
```
12
C3H6N2O the ωB97M-V functional and the def2-TZVPD basis
C -2.521 0.053 -0.126
N -1.274 0.348 0.119
N -0.377 -0.580 0.129
C 0.948 -0.143 -0.025
C 1.412 1.273 -0.014
O 1.802 -1.047 -0.078
H -2.797 -1.038 -0.345
H -3.316 0.822 -0.035
H -0.408 -1.633 0.354
H 1.524 1.660 1.260
H 0.558 1.891 -0.733
H 2.541 1.203 -0.620
```

=====

6.
C3H6N2O | the ωB97M-V functional and the def2-TZVPD basis

Kohn-Sham gap ... 10.9 eV
2S+1 ... 1
SMILES string ... O=C1NCCN1

The geometry in XYZ format:
```
12
C3H6N2O the ωB97M-V functional and the def2-TZVPD basis
O -1.294 -0.041 1.952
C -0.973 -0.068 0.794
N -0.504 -1.221 0.067
C 0.578 -0.674 -0.786
C 0.758 0.655 -0.050
N -0.665 1.059 -0.001
H -1.272 -1.627 -0.457
H 0.273 -0.521 -1.830
H 1.469 -1.308 -0.759
H 1.034 0.401 0.995
H 1.442 1.416 -0.409
H -0.847 1.929 0.485
```

=====

7.
C3H6N2O | the ωB97M-V functional and the def2-TZVPD basis

Kohn-Sham gap ... 10.5 eV
2S+1 ... 1
SMILES string ... NC(=O)[C@H]1CN1

The geometry in XYZ format:
```
12
C3H6N2O the ωB97M-V functional and the def2-TZVPD basis
N 1.757 0.221 -0.515
C 0.975 0.617 0.523
O 1.427 1.183 1.501
C -0.508 0.352 0.419
C -1.185 -0.426 -0.643
N -0.932 -1.028 0.659
H 2.757 0.288 -0.398
H 1.395 -0.311 -1.286
H -1.077 1.148 0.895
H -0.636 -0.868 -1.472
H -2.198 -0.129 -0.905
H -1.776 -1.048 1.224
```

=====

8.
C3H6N2O | the ωB97M-V functional and the def2-TZVPD basis

Kohn-Sham gap ... 9.6 eV
2S+1 ... 1
SMILES string ... C/N=C/NC=O

The geometry in XYZ format:
```
12
C3H6N2O the ωB97M-V functional and the def2-TZVPD basis
C 1.602 -1.016 -0.432
N 0.581 -0.206 0.133
C -0.117 0.627 -0.528
N -1.217 1.154 0.112
C -1.563 0.332 1.264
O -2.571 0.524 1.898
H 1.275 -2.064 -0.458
H 1.851 -0.694 -1.446
H 2.489 -0.963 0.205
H 0.084 0.906 -1.568
H -1.859 1.752 -0.399
H -0.555 -0.351 1.219
```

=====

9.
C3H6N2O | the ωB97M-V functional and the def2-TZVPD basis

Kohn-Sham gap ... 10.4 eV
2S+1 ... 1
SMILES string ... N#CC=O.[H][H].C=N

The geometry in XYZ format:
```
12
C3H6N2O the ωB97M-V functional and the def2-TZVPD basis
N 0.351 2.417 0.754
C -0.472 1.609 0.831
C -1.548 0.582 0.873
O -2.194 0.389 1.860
H -1.690 0.035 -0.070
H 0.394 -1.563 1.236
H 0.195 -1.733 1.935
C 1.211 -0.014 -1.486
N 0.411 -0.843 -0.953
H 1.527 0.871 -0.923
H 1.618 -0.112 -2.494
H 0.197 -1.638 -1.563
```

=====

10.
C3H6N2O | the ωB97M-V functional and the def2-TZVPD basis

Kohn-Sham gap ... 10.1 eV
2S+1 ... 1
SMILES string ... NC(=O)N1CC1

The geometry in XYZ format:
```
12
C3H6N2O the ωB97M-V functional and the def2-TZVPD basis
N -1.427 0.743 -1.730
C -0.683 0.595 -0.589
O -0.936 1.313 0.367
N 0.251 -0.546 -0.541
C 1.813 -0.477 0.311
C 0.518 -0.678 0.884
H -1.489 0.006 -2.410
H -2.261 1.308 -1.603
H 2.559 -1.277 0.478
H 2.270 0.474 0.092
H 0.286 -1.661 1.272
H 0.104 0.172 1.406
```

=====

11.
C3H6N2O | the ωB97M-V functional and the def2-TZVPD basis

Kohn-Sham gap ... 11.0 eV
2S+1 ... 1
SMILES string ... N=C=N.CC=O

The geometry in XYZ format:
```
12
C3H6N2O the ωB97M-V functional and the def2-TZVPD basis
N -1.085 1.054 -1.868
C -0.406 0.037 -1.994
N 0.105 -1.062 -2.151
H -0.838 1.687 -1.117
H 0.965 -1.113 -2.681
C -0.449 0.056 1.462
C 1.009 -0.272 1.289
O 1.645 -0.119 0.274
H -0.906 0.390 0.530
H -0.552 0.837 2.225
H -0.986 -0.826 1.827
H 1.499 -0.669 2.203
```

=====

12.
C3H6N2O | the ωB97M-V functional and the def2-TZVPD basis

Kohn-Sham gap ... 10.5 eV
2S+1 ... 1
SMILES string ... NC(=O)N1CC1

The geometry in XYZ format:
```
12
C3H6N2O the ωB97M-V functional and the def2-TZVPD basis
N 2.075 0.225 -0.692
C 0.960 0.178 0.092
O 1.074 0.266 1.302
N -0.318 0.242 -0.514
C -1.371 -0.734 -0.258
C -1.324 0.439 0.609
H 2.140 -0.061 -1.656
H 2.920 0.277 -0.142
H -2.140 -0.772 -1.017
H -1.076 -1.684 0.183
H -1.852 1.360 0.427
H -1.090 0.264 1.666
```